This record from the OMol25 dataset describes a structure of composition C32H38Cl3FN8O3SSiZr. The level of theory is the ωB97M-V functional and the def2-TZVPD basis.

XYZ file:
```
88
Properties=species:S:1:pos:R:3:forces:R:3:lowdin_charge:R:1
H -4.0124 4.2939 -5.0384 0.0 0.0 0.0 0.1854
C 0.2055 2.0399 1.5768 0.1 -0.1 0.0 -0.0226
H 4.5179 -0.7206 2.8186 0.0 0.0 0.0 0.0758
C 2.7437 -2.6761 4.7889 0.0 0.0 0.0 -0.1417
H -3.4547 3.1223 -7.1457 0.0 0.0 0.0 0.1431
N -0.8834 3.8349 0.4078 0.0 0.0 0.0 -0.0063
H 0.1673 -5.9722 1.4456 0.0 0.0 0.0 0.0997
C -3.0502 5.0364 0.5688 0.0 0.0 0.0 -0.0513
C 0.8160 -3.9558 1.8151 0.1 -0.1 -0.1 -0.1688
C -0.8172 3.1489 -0.7967 0.0 -0.1 0.0 -0.1033
H -0.5329 4.9597 -5.4943 0.0 0.0 0.0 0.1406
N -0.5135 -1.1661 2.4801 0.0 -0.2 0.0 -0.0961
H -1.1563 5.6184 1.4172 0.0 0.0 0.0 0.1301
H 4.2914 -0.1947 7.3465 0.0 0.0 0.0 0.1138
C -0.3543 -4.0391 -1.6074 -0.1 -0.1 0.1 -0.7959
H -1.3946 -1.3666 0.7023 0.0 0.0 0.0 -0.0388
H 1.7130 -3.9827 -1.5860 0.0 0.0 0.0 0.0849
C 3.8618 -0.8881 6.6370 0.0 0.0 0.0 -0.0579
O 1.5418 0.6349 3.0128 0.1 -0.5 -0.3 -0.2293
F -0.5004 1.0536 -4.3181 0.0 0.0 0.0 0.0826
Zr 1.8232 -0.9705 1.8031 -0.2 -0.1 0.3 1.4922
H -2.4522 -1.2091 1.9423 0.0 0.0 0.0 0.0907
H -2.2985 6.4905 -5.9259 0.0 0.0 0.0 0.1411
C 1.5338 -3.0747 2.6314 0.2 0.2 0.0 -0.2706
H 2.8632 -2.0613 8.1281 0.0 0.0 0.0 0.1129
C -2.6376 -5.0296 -1.6589 0.0 0.0 0.0 -0.0213
H -1.0841 2.4489 -6.0607 0.0 0.0 0.0 0.1365
H -0.5814 -2.1192 2.8333 -0.1 0.0 0.0 0.0843
H 1.8707 -3.6154 6.5001 0.0 0.0 0.0 0.1193
C -1.2957 4.9693 -4.7073 0.0 0.0 0.0 -0.1206
H -3.3545 4.4588 1.4412 0.0 0.0 0.0 0.0901
H -2.5867 1.9596 -5.2791 0.0 0.0 0.0 0.1403
H -2.0847 4.2337 -7.2379 0.0 0.0 0.0 0.1399
C -0.3948 3.2740 1.5148 0.0 0.0 0.0 0.0630
H 1.2537 -6.8625 3.4875 0.0 0.0 0.0 0.1118
H -0.9284 -7.2306 -1.9136 0.0 0.0 0.0 0.1298
H -0.8542 5.4695 -3.8508 0.0 0.0 0.0 0.1313
H -0.4835 3.8441 2.4311 0.0 0.0 0.0 0.1587
C -1.2110 3.0170 -3.1904 0.0 0.0 0.1 -0.1268
H 0.2519 0.1663 -2.0401 0.0 0.0 0.0 0.0864
H -3.0603 6.2190 -4.3461 0.0 0.0 0.0 0.1365
Cl 3.6832 0.8354 0.7494 0.0 -0.1 0.0 0.1105
C 2.5131 -2.8151 6.1564 0.0 0.0 0.0 -0.0158
C 0.2699 1.2638 0.3992 0.0 0.2 -0.1 -0.2901
C -0.1800 1.1598 -2.0159 0.0 0.0 0.0 0.0859
C 3.0643 -1.9349 7.0732 0.0 0.0 0.0 -0.0574
H -3.0548 -5.6728 -2.4305 0.0 0.0 0.0 0.0989
S -0.7574 -2.4088 -1.4152 0.0 0.1 0.0 0.6244
C 3.5623 -1.6254 4.3777 0.0 0.0 0.0 -0.2516
H 4.1786 -2.3011 2.5474 0.0 0.0 0.0 0.1045
O 0.2769 2.2209 3.9209 0.0 0.0 0.0 0.1238
Cl 3.0726 -2.2140 -0.1422 -0.1 0.0 0.1 0.0900
H -1.1947 5.7695 -0.3187 0.0 0.0 0.0 0.1198
C 4.1134 -0.7349 5.2835 0.0 0.0 0.0 -0.0185
C -0.4542 -6.2707 -1.8182 0.0 0.0 0.0 -0.0440
O 0.7535 0.0886 0.3144 0.1 0.0 0.2 -0.2898
H 4.7465 0.0714 4.9320 0.0 0.0 0.0 0.1213
H -4.1691 5.2323 -6.3831 0.0 0.0 0.0 0.1892
N -1.1888 -5.1004 -1.7006 0.1 0.0 0.0 -0.1186
C -2.7471 3.7015 -6.5578 0.0 0.0 0.0 -0.0709
Cl 5.7521 -0.6509 -1.3070 0.0 0.0 0.0 0.0990
N -1.5799 -0.8521 1.5635 0.0 0.1 0.0 -0.0016
H 2.4550 -5.3423 5.0020 0.0 0.0 0.0 0.1197
C 1.3152 -5.8082 3.2527 0.0 0.0 0.0 -0.0595
C 0.7123 -5.3100 2.1074 -0.1 0.0 0.0 -0.0760
H -3.0054 -5.3461 -0.6832 0.0 0.0 0.0 0.0993
H 1.7334 -6.5358 -1.8758 0.0 0.0 0.0 0.1248
C 0.8479 -5.9323 -1.8023 0.0 0.0 0.0 -0.0573
H -0.6200 -0.5528 3.2852 0.0 0.0 0.0 0.1041
C 0.6857 1.6318 2.9519 -0.1 0.3 0.0 -0.5575
N 3.8155 -1.4424 2.9605 -0.1 0.1 -0.1 -0.0356
C -0.2528 1.8661 -0.8089 0.0 0.0 0.1 -0.0346
H 0.3340 -3.5892 0.9088 0.0 0.0 0.0 0.0412
H -2.9326 -3.9998 -1.8382 0.0 0.0 0.0 0.0535
Si 3.7166 -0.2172 -1.2885 0.0 0.1 -0.1 -0.1104
C 1.9928 -4.9501 4.1046 0.0 0.0 0.0 -0.0234
N -1.7029 3.6145 -4.3665 0.0 0.0 0.0 -0.0915
H -1.7885 4.6643 -1.9778 0.0 0.0 0.0 0.1082
C -1.9818 2.8206 -5.5605 0.0 0.0 0.0 -0.1245
C -1.5358 5.1515 0.5111 0.0 0.0 0.0 -0.1671
N 0.8911 -4.5579 -1.6759 0.0 0.0 0.0 0.0706
H -3.4577 4.5487 -0.3167 0.0 0.0 0.0 0.0706
C -1.3047 3.6993 -1.9880 0.0 0.0 0.0 0.0606
C -2.5350 5.7426 -5.1715 0.0 0.0 0.0 -0.0648
C -0.6336 1.7335 -3.1653 0.0 -0.1 0.0 -0.1736
N -3.4926 4.7522 -5.7891 0.0 0.0 0.0 0.0617
C 2.0978 -3.5903 3.8109 -0.1 0.0 0.0 -0.2055
H -3.4917 6.0287 0.6517 0.0 0.0 0.0 0.0886
```
Positions in Å, forces in eV/Å.

Output
Net charge = +2
Energy relative to the best compared isomer or geometry (same formula, charge and spin) = 0.000 eV
Kohn-Sham gap = 0.242 Ha
E_tot = -4120.97479 hartree